(1)
The following is a DFT calculation (wB97M-V/def2-TZVPD) of an isolated molecule of C20H21N3O3S.

Calculated values
Maximum force in eV Å⁻¹: 1.1
Relative energy (zero: lowest compared OMol25 entry of this formula, charge and spin) in kJ/mol: 252.4

```
48
Properties=species:S:1:pos:R:3:forces:R:3
C -0.655 -3.836 -1.192 0.3 0.1 0.2
C 0.056 -3.455 0.097 -0.6 0.1 0.0
O 1.464 -3.269 -0.101 0.3 -0.3 0.0
C 1.857 -2.138 -0.652 0.3 0.0 -0.3
O 1.127 -1.284 -1.093 -0.2 0.0 -0.1
C 3.362 -1.998 -0.633 0.0 0.2 0.2
S 3.862 -1.457 1.057 -0.1 -0.2 0.0
C 2.355 -0.711 1.544 0.8 0.1 -0.2
N 1.462 -1.245 2.322 0.6 -0.7 0.1
N 0.422 -0.406 2.382 -0.9 0.6 0.2
C 0.675 0.629 1.626 0.4 0.2 -0.1
C -0.250 1.769 1.411 -0.2 0.1 0.0
C -1.574 1.280 0.874 -0.1 0.2 0.1
C -2.768 1.735 1.408 0.3 0.0 -0.1
C -3.989 1.290 0.929 -0.4 -0.1 -0.1
C -4.031 0.362 -0.103 0.1 0.0 0.0
O -5.168 -0.155 -0.649 0.3 -0.1 -0.1
C -6.408 0.256 -0.127 -0.2 0.1 0.1
C -2.831 -0.101 -0.645 -0.2 0.0 0.0
C -1.623 0.355 -0.164 -0.1 0.1 0.0
N 1.916 0.501 1.066 -0.5 -0.4 0.7
C 2.612 1.364 0.199 0.3 0.4 -0.4
C 2.051 1.741 -1.016 0.1 -0.1 0.1
C 2.761 2.578 -1.858 0.0 0.1 0.0
C 4.019 3.031 -1.498 0.0 0.0 -0.1
C 4.576 2.644 -0.290 0.0 0.0 0.0
C 3.876 1.812 0.564 -0.2 0.0 0.0
H -1.705 -4.016 -0.980 -0.1 -0.1 0.0
H -0.577 -3.030 -1.917 0.0 0.0 -0.1
H -0.217 -4.737 -1.615 0.0 -0.1 -0.1
H -0.367 -2.534 0.512 0.1 -0.1 0.0
H -0.008 -4.251 0.840 0.0 0.1 -0.1
H 3.685 -1.245 -1.352 -0.2 -0.1 0.0
H 3.854 -2.952 -0.801 0.0 0.0 0.0
H 0.207 2.483 0.720 0.0 0.0 0.1
H -0.414 2.273 2.367 0.1 0.0 -0.1
H -2.754 2.451 2.218 0.0 0.1 0.1
H -4.894 1.670 1.376 -0.1 0.0 0.0
H -6.563 1.332 -0.258 0.0 0.0 0.0
H -7.162 -0.286 -0.696 0.0 0.1 0.1
H -6.503 0.001 0.933 0.0 0.0 0.0
H -2.873 -0.824 -1.444 0.0 -0.1 -0.1
H -0.711 -0.030 -0.594 0.1 -0.1 0.0
H 1.086 1.356 -1.305 -0.1 -0.1 0.0
H 2.329 2.870 -2.803 0.0 0.0 -0.1
H 4.569 3.681 -2.161 0.0 0.1 -0.1
H 5.559 2.991 -0.009 0.1 0.0 0.0
H 4.301 1.504 1.508 0.0 0.0 0.1
```
Forces are in eV/Å.

(2)
The following is a DFT calculation (wB97M-V/def2-TZVPD) of a structure of composition C23H17N4O7S2V.

Calculated values
Maximum force in eV Å⁻¹: 3.2
Relative energy (zero: lowest compared OMol25 entry of this formula, charge and spin) in kJ/mol: 85.9
Net charge: +2

```
54
Properties=species:S:1:pos:R:3:forces:R:3
V 9.106 -5.432 16.212 -0.2 1.6 0.1
C 11.865 -3.025 18.297 0.8 0.3 0.1
C 10.955 -3.499 17.249 1.1 1.7 -2.4
N 10.205 -4.513 17.452 -1.7 -1.3 1.5
N 10.157 -4.941 18.787 -0.5 -0.3 -0.1
C 9.034 -5.452 19.131 -0.5 -0.7 0.9
S 7.657 -5.790 18.007 1.4 0.4 -1.5
S 8.797 -6.010 20.791 -0.2 0.3 -0.5
C 7.254 -5.041 21.331 0.5 1.0 -0.3
C 7.732 -3.827 22.124 0.2 0.4 0.1
C 8.143 -2.693 21.386 0.0 0.6 0.6
C 8.686 -1.545 22.015 -0.4 -1.7 -0.1
C 8.882 -1.629 23.391 0.8 2.0 -0.4
C 8.503 -2.715 24.114 -0.5 -1.3 1.0
C 7.874 -3.813 23.537 0.2 0.2 -1.8
C 10.939 -2.897 15.875 -0.4 -0.6 0.0
C 12.002 -2.094 15.438 -0.2 0.3 -1.1
C 12.034 -1.640 14.105 -1.3 -0.4 0.4
C 10.931 -1.868 13.174 2.5 1.4 1.6
C 9.867 -2.588 13.594 0.0 -1.2 2.1
C 9.880 -3.149 14.914 1.8 0.9 -0.5
O 8.856 -3.926 15.218 -0.6 -2.6 1.7
H 11.506 -3.158 19.298 -0.2 -0.4 0.3
H 12.854 -3.511 18.200 -0.4 -0.1 0.0
H 12.042 -1.981 18.195 0.2 0.9 -0.4
H 6.724 -4.711 20.414 0.2 -0.4 0.6
H 6.640 -5.731 21.901 0.1 -0.1 0.0
H 7.987 -2.671 20.309 0.0 -0.1 0.0
H 8.999 -0.673 21.452 -0.2 -0.1 0.0
H 9.342 -0.777 23.925 -0.3 -0.6 -0.4
H 8.723 -2.739 25.173 -0.2 0.1 0.0
H 7.536 -4.649 24.125 0.0 -0.2 0.2
H 12.822 -1.809 16.099 -0.3 -0.2 -0.2
H 12.901 -1.051 13.841 -0.1 0.0 -0.4
H 10.999 -1.325 12.246 -0.2 -0.4 -0.4
H 9.017 -2.904 13.046 -0.6 0.3 -0.9
O 11.428 -8.404 16.150 1.0 -1.0 0.3
C 10.464 -7.921 15.716 -0.9 -0.5 -0.2
O 10.356 -6.533 15.734 -1.0 1.9 0.1
C 9.219 -8.511 15.148 0.2 0.7 -0.5
C 9.030 -9.877 15.109 1.1 -0.4 0.3
C 7.918 -10.407 14.538 -1.2 0.5 -0.1
C 6.880 -9.608 14.066 1.1 0.8 0.2
C 7.093 -8.238 14.086 0.8 0.1 0.4
C 8.269 -7.677 14.568 -0.4 -0.3 0.3
N 6.085 -7.300 13.588 -1.0 0.1 -0.2
O 6.269 -6.095 13.733 0.4 -0.5 0.1
O 5.102 -7.799 13.102 0.1 0.1 -0.1
N 7.798 -11.866 14.506 -1.0 -1.2 -1.3
O 8.607 -12.481 15.167 -0.6 0.0 -0.3
O 6.914 -12.320 13.759 1.6 0.7 1.5
H 9.756 -10.578 15.489 0.3 0.1 0.2
H 5.981 -9.996 13.694 -1.1 -0.6 -0.5
H 8.370 -6.600 14.405 0.0 -0.2 -0.2
```
Forces are in eV/Å.

(3)
The following is a DFT calculation (wB97M-V/def2-TZVPD) of an isolated molecule of H3NO3Si.

Calculated values
Maximum force in eV Å⁻¹: 2.8
Relative energy (zero: lowest compared OMol25 entry of this formula, charge and spin) in kJ/mol: 219.2

```
8
Properties=species:S:1:pos:R:3:forces:R:3
O -3.837 -0.143 0.452 0.3 0.4 -0.7
N -2.821 0.118 -0.111 1.4 -0.6 0.7
O -2.543 0.786 -1.066 -1.0 0.1 0.2
O -1.680 -0.532 0.488 -1.6 -0.3 0.6
Si -0.128 -0.036 0.156 1.0 -1.6 -2.2
H 0.750 -1.340 0.322 -0.8 1.5 0.4
H -0.152 0.226 -1.299 0.4 0.0 0.1
H 0.154 1.230 0.754 0.4 0.5 0.9
```
Forces are in eV/Å.

(4)
The following is a DFT calculation (wB97M-V/def2-TZVPD) of a cluster of 2 separate species, C5H9NO in total.

Calculated values
Maximum force in eV Å⁻¹: 0.4
Relative energy (zero: lowest compared OMol25 entry of this formula, charge and spin) in kJ/mol: 637.3

```
16
Properties=species:S:1:pos:R:3:forces:R:3
C -0.268 0.976 -1.956 -0.1 0.0 0.1
C 0.843 1.129 -0.959 0.1 0.1 0.1
N 0.759 1.570 0.237 -0.1 -0.1 -0.4
C 0.731 -1.378 -0.139 -0.2 -0.1 0.3
C -0.301 -1.433 0.880 0.3 0.0 -0.2
C -0.536 -0.604 2.066 0.1 0.1 0.3
O -1.388 -0.527 0.918 -0.2 0.0 -0.1
H -0.229 -0.036 -2.368 0.0 0.2 0.0
H -0.148 1.693 -2.777 0.0 -0.1 0.1
H -1.244 1.121 -1.484 0.2 0.0 -0.1
H 1.842 0.858 -1.313 -0.1 0.1 0.0
H -0.221 1.791 0.439 0.1 0.0 0.0
H 1.613 -1.867 0.326 -0.1 0.0 -0.1
H -0.579 -2.502 0.950 0.1 0.1 0.0
H -0.989 -1.047 2.953 0.1 0.1 -0.2
H 0.115 0.254 2.227 -0.1 -0.1 -0.1
```
Forces are in eV/Å.

(5)
The following is a DFT calculation (wB97M-V/def2-TZVPD) of a structure of composition C4H9N.

Calculated values
Maximum force in eV Å⁻¹: 3.2
Relative energy (zero: lowest compared OMol25 entry of this formula, charge and spin) in kJ/mol: 619.5

```
14
Properties=species:S:1:pos:R:3:forces:R:3
N -0.233 0.809 -0.579 -0.4 -0.8 0.7
C 0.637 0.765 0.602 -1.3 0.9 -1.4
C 0.020 -0.315 1.468 1.1 -0.6 -0.8
C -0.795 -1.112 0.672 2.3 -1.4 -1.8
C -0.711 -0.549 -0.727 -0.2 2.5 0.5
H 3.912 1.591 -6.075 0.0 0.0 0.0
H 0.538 1.739 1.079 0.6 0.0 0.3
H 1.691 0.577 0.332 0.3 -0.4 0.6
H 4.076 2.118 -5.578 0.0 0.0 0.0
H 0.468 -0.584 2.417 -0.9 0.0 0.4
H -1.177 0.056 1.269 -0.7 0.6 0.5
H -1.051 -2.164 0.771 -0.7 0.3 1.1
H -1.671 -0.515 -1.242 0.0 -0.5 -0.2
H 0.022 -1.184 -1.264 -0.1 -0.7 0.1
```
Forces are in eV/Å.

(6)
The following is a DFT calculation (wB97M-V/def2-TZVPD) of a cluster of 9 separate species, C30H57BFNO27 in total.

Calculated values
Total energy in Eh: -3388.30564
Maximum force in eV Å⁻¹: 4.4

```
117
Properties=species:S:1:pos:R:3:forces:R:3
C 1.084 -5.221 -5.988 -0.1 -0.6 0.3
C 0.653 -6.679 -6.367 -0.3 1.0 0.4
C 0.219 -7.394 -5.052 0.4 0.2 -1.0
F -1.195 -7.257 -4.949 0.5 -0.3 0.3
B 0.552 -8.963 -4.987 -0.5 -0.1 -0.2
C 0.749 -9.945 -6.225 0.6 0.0 0.5
C 1.705 -11.069 -5.788 0.2 0.2 -0.4
O 1.286 -12.111 -5.406 -1.0 -1.4 0.5
O 3.046 -10.886 -5.799 -0.3 1.0 -0.5
O 0.647 -9.555 -3.672 0.7 1.3 -0.7
C 1.792 -9.189 -3.130 -3.7 -1.7 -1.5
N 2.802 -9.310 -2.648 3.5 0.7 1.7
H 0.266 -4.754 -5.400 0.4 -0.2 -0.5
H 1.312 -4.592 -6.863 0.0 -0.3 0.4
H 1.944 -5.277 -5.288 -0.2 0.2 -0.6
H -0.221 -6.593 -7.048 0.4 -0.4 0.5
H 1.433 -7.218 -6.933 -0.2 0.3 0.5
H 0.671 -6.843 -4.199 -0.3 -0.4 -0.3
H -0.225 -10.451 -6.401 0.5 0.2 0.1
H 1.062 -9.445 -7.157 -0.1 -0.1 0.5
H 3.422 -11.730 -5.493 -0.1 0.2 0.0
C -0.477 -8.559 -0.956 -0.1 -0.1 -0.3
O -0.682 -8.310 0.433 0.0 0.1 0.1
C -0.042 -7.231 0.894 -0.1 -0.1 0.1
O 0.659 -6.496 0.247 -0.1 -0.1 0.0
O -0.315 -7.111 2.195 0.0 -0.1 -0.1
C 0.310 -5.990 2.820 0.1 0.3 0.3
H -1.040 -9.452 -1.218 -0.1 0.0 0.2
H -0.847 -7.727 -1.556 0.1 0.0 0.0
H 0.576 -8.742 -1.159 0.0 0.2 0.1
H -0.030 -5.059 2.369 0.1 -0.1 -0.1
H 1.395 -6.072 2.761 0.0 0.1 -0.1
H 0.019 -5.993 3.868 -0.1 -0.2 -0.1
C 3.220 -3.157 2.004 0.0 -0.3 -0.4
O 3.565 -1.984 2.743 0.2 -0.5 0.7
C 3.114 -2.005 4.008 0.2 -0.3 -0.2
O 2.483 -2.896 4.512 0.0 0.1 0.0
O 3.488 -0.877 4.617 0.1 -0.2 0.1
C 3.070 -0.779 5.979 -0.1 0.1 0.4
H 3.634 -3.049 1.004 0.1 0.2 0.1
H 3.654 -4.044 2.465 -0.1 0.0 0.1
H 2.137 -3.257 1.924 0.0 -0.1 0.1
H 3.504 -1.582 6.573 -0.1 -0.1 -0.1
H 1.982 -0.795 6.049 0.0 -0.2 0.0
H 3.430 0.173 6.362 0.1 0.0 -0.2
C 2.472 0.455 2.380 -0.2 0.4 0.0
O 2.543 1.473 1.370 -0.3 0.2 -0.1
C 1.399 1.681 0.715 0.1 0.0 0.0
O 0.360 1.104 0.901 0.1 0.1 -0.1
O 1.611 2.647 -0.188 0.1 0.0 0.1
C 0.463 2.984 -0.967 -0.3 0.2 -0.2
H 3.449 0.381 2.835 0.1 0.3 -0.3
H 1.748 0.729 3.149 -0.1 0.0 -0.1
H 2.220 -0.499 1.936 -0.2 0.2 -0.1
H -0.334 3.360 -0.326 0.0 -0.1 0.0
H 0.121 2.126 -1.545 -0.1 0.0 0.2
H 0.754 3.773 -1.658 0.2 0.0 0.1
C 2.373 5.524 1.870 0.3 -0.1 -0.3
O 1.662 5.600 3.106 -0.2 0.0 0.0
C 0.343 5.761 2.964 0.1 0.0 0.2
O -0.251 5.841 1.917 0.0 0.0 0.1
O -0.202 5.818 4.180 0.1 0.0 -0.1
C -1.620 5.988 4.180 -0.4 0.1 0.1
H 3.427 5.392 2.102 -0.1 0.0 0.3
H 2.038 4.668 1.285 -0.1 0.1 0.0
H 2.257 6.446 1.300 -0.1 -0.1 0.0
H -2.108 5.147 3.687 0.1 0.1 -0.1
H -1.895 6.927 3.700 0.0 -0.1 -0.1
H -1.948 6.020 5.216 0.3 0.0 0.0
C -4.333 3.543 -5.178 -0.1 -0.1 -0.3
O -3.815 3.365 -3.859 0.1 0.0 0.1
C -3.585 4.505 -3.201 0.0 -0.1 0.0
O -3.772 5.615 -3.621 0.0 -0.1 0.0
O -3.108 4.191 -1.991 0.1 0.1 -0.2
C -2.813 5.317 -1.163 0.1 0.2 0.3
H -4.478 2.554 -5.607 0.1 -0.1 0.2
H -5.294 4.055 -5.148 0.1 0.1 0.0
H -3.625 4.093 -5.798 -0.1 0.1 0.1
H -3.713 5.901 -0.972 0.1 0.0 -0.1
H -2.042 5.938 -1.619 -0.1 0.0 -0.1
H -2.436 4.938 -0.215 0.0 -0.2 -0.1
C -4.036 1.454 -0.732 0.2 -0.1 -0.3
O -4.735 1.536 0.514 -0.1 0.0 0.1
C -6.052 1.706 0.393 0.2 0.0 0.1
O -6.664 1.791 -0.640 0.0 0.0 0.1
O -6.577 1.767 1.623 0.1 0.0 0.0
C -7.992 1.949 1.646 -0.3 0.0 0.1
H -2.980 1.317 -0.509 -0.1 0.0 0.3
H -4.382 0.597 -1.311 -0.1 0.1 0.0
H -4.154 2.371 -1.299 -0.1 -0.1 0.0
H -8.495 1.113 1.160 0.0 0.1 -0.1
H -8.267 2.890 1.170 0.0 -0.1 -0.1
H -8.298 1.982 2.689 0.2 0.0 0.0
C 5.480 1.483 0.070 -0.1 0.5 0.0
O 5.721 0.134 0.476 0.0 -0.1 0.0
C 6.721 -0.467 -0.172 -0.1 0.0 0.1
O 7.404 0.023 -1.033 0.0 -0.1 0.1
O 6.832 -1.713 0.304 -0.1 0.1 0.0
C 7.871 -2.481 -0.303 0.2 -0.2 -0.1
H 4.650 1.861 0.662 0.1 -0.3 0.0
H 6.355 2.106 0.259 0.1 -0.1 -0.2
H 5.202 1.525 -0.983 0.2 0.0 0.0
H 8.842 -2.020 -0.127 -0.1 0.1 -0.1
H 7.690 -2.598 -1.371 0.1 0.1 0.0
H 7.862 -3.465 0.162 -0.2 0.1 0.1
C -3.990 11.278 6.170 0.0 0.2 0.3
O -3.862 10.210 5.232 0.0 -0.1 -0.1
C -3.806 10.605 3.956 0.0 -0.1 0.0
O -3.854 11.742 3.565 0.0 -0.1 0.0
O -3.688 9.516 3.191 0.0 0.0 0.1
C -3.616 9.787 1.791 0.0 0.0 -0.4
H -4.025 10.836 7.163 0.0 -0.2 -0.1
H -3.130 11.945 6.115 -0.1 0.0 -0.1
H -4.914 11.831 6.001 0.1 0.1 -0.1
H -2.740 10.394 1.561 -0.1 0.1 0.0
H -4.525 10.279 1.447 0.1 0.1 0.1
H -3.522 8.831 1.279 0.0 -0.1 0.2
```
Forces are in eV/Å.

> The highest maximum force belongs to which entry?

C30H57BFNO27

> maximum force of number 1 (C20H21N3O3S)?

1.1 eV Å⁻¹

> What is the maximum force in the third record?

2.8 eV Å⁻¹